Record 1
Entry from the OMol25 dataset: a structure of composition C27H22BrN6O2Sr (ωB97M-V/def2-TZVPD).

Geometry as ORCA input:
```
! RIJCOSX wB97M-V def2-TZVPD def2/J DEFGRID3
* xyz 1 1
Sr -0.457 -0.095 -0.672
N -3.123 2.490 2.469
C -2.295 1.676 1.811
N -2.158 1.628 0.522
C -2.935 2.479 -0.270
N -2.884 2.489 -1.558
N -2.000 1.567 -2.091
C -1.899 1.617 -3.359
C -1.005 0.691 -4.071
C -0.898 0.748 -5.450
C -0.043 -0.139 -6.091
C 0.669 -1.048 -5.333
C 0.502 -1.040 -3.952
N -0.313 -0.193 -3.332
C -3.856 3.409 0.394
C -4.660 4.305 -0.316
C -5.512 5.156 0.355
C -5.577 5.127 1.750
C -4.793 4.250 2.469
C -3.935 3.395 1.783
H -3.161 2.457 3.475
H -1.697 1.006 2.420
H -2.471 2.344 -3.934
H -1.473 1.475 -6.008
H 0.062 -0.116 -7.168
H 1.345 -1.757 -5.789
H 1.035 -1.736 -3.314
H -4.594 4.311 -1.394
H -6.131 5.848 -0.198
H -6.246 5.795 2.273
H -4.839 4.222 3.551
C 3.296 -1.873 3.502
C 1.881 -1.970 3.013
C 1.128 -3.129 3.156
C -0.170 -3.188 2.679
C -0.655 -2.055 2.062
Br -2.409 -2.069 1.315
N 0.020 -0.932 1.895
C 1.272 -0.898 2.375
H 3.724 -2.863 3.650
H 3.340 -1.340 4.454
H 3.917 -1.341 2.783
H 1.566 -4.001 3.626
H -0.773 -4.079 2.762
H 1.821 0.018 2.197
O 1.087 -2.039 -0.838
C 2.078 -1.313 -0.532
O 2.001 -0.048 -0.487
C 3.369 -1.965 -0.149
C 4.522 -1.198 -0.013
C 5.710 -1.797 0.379
C 5.743 -3.159 0.650
C 4.592 -3.925 0.517
C 3.407 -3.331 0.110
H 4.471 -0.138 -0.219
H 6.610 -1.204 0.474
H 6.670 -3.625 0.960
H 4.623 -4.988 0.720
H 2.502 -3.910 -0.013
*
```

Output
Lowest unoccupied orbital energy ... -3.15 eV
Energy above the lowest of the compared OMol25 structures with the same formula, charge and spin ... 0.0 kJ/mol
Strongest force on any atom ... 0.00383 Eh/bohr
HOMO energy ... -11.0 eV

***

Record 2
Entry from the OMol25 dataset: a structure of composition C4H6ClNOS in a non-equilibrium geometry (ωB97M-V/def2-TZVPD).

Geometry as ORCA input:
```
! RIJCOSX wB97M-V def2-TZVPD def2/J DEFGRID3
* xyz 0 1
C 0.841 0.398 -0.909
C -1.016 0.364 0.589
C 0.443 0.145 0.395
C 0.996 -1.275 0.764
N -1.149 1.864 -1.666
O 1.514 0.203 -1.831
S -1.531 1.919 -0.069
Cl -1.790 0.517 -2.447
H -1.507 -0.441 0.050
H -1.301 0.190 1.632
H 1.109 0.765 1.085
H 0.815 -1.493 1.765
H 2.031 -1.157 0.490
H 0.546 -1.999 0.153
*
```

Output
Lowest unoccupied orbital energy (spin up / spin down) ... -0.10 / -0.55 eV
Energy above the lowest of the compared OMol25 structures with the same formula, charge and spin ... 469.5 kJ/mol
Strongest force on any atom ... 0.09277 Eh/bohr
HOMO energy (spin up / spin down) ... -7.5 / -7.1 eV

***

Record 3
Entry from the OMol25 dataset: a cluster of 3 separate species, C10H16N2O7P in total in a non-equilibrium geometry (ωB97M-V/def2-TZVPD).

Geometry as ORCA input:
```
! RIJCOSX wB97M-V def2-TZVPD def2/J DEFGRID3
* xyz 1 1
C -4.145 1.938 0.668
P -3.401 1.946 2.468
O -3.336 3.594 3.094
C -1.587 1.297 2.176
N -0.628 2.338 1.642
C 0.651 1.535 1.477
C 0.369 -0.032 1.983
N -1.088 -0.115 2.393
H -5.022 2.702 0.533
H -4.476 0.806 0.491
H -3.297 2.140 -0.148
H -3.042 4.164 2.307
H -0.844 3.348 1.449
H 1.644 2.005 1.054
H 1.129 -0.928 2.029
H -1.679 -0.899 2.746
C 4.161 0.264 -2.271
C 3.680 0.273 -0.857
O 3.243 1.606 -0.670
C 2.948 2.104 -1.907
O 2.385 3.167 -2.104
O 3.365 1.256 -2.892
H 4.017 -0.707 -2.754
H 5.214 0.551 -2.357
H 2.833 -0.402 -0.699
H 4.472 0.022 -0.146
C -1.496 -3.545 -0.354
C -0.887 -4.147 -1.579
O -0.029 -3.126 -2.051
C 0.274 -2.335 -0.981
O 1.124 -1.460 -0.990
O -0.497 -2.652 0.100
H -1.724 -4.294 0.409
H -2.405 -2.975 -0.576
H -0.289 -5.036 -1.354
H -1.637 -4.404 -2.333
*
```

Output
Lowest unoccupied orbital energy ... -4.19 eV
Strongest force on any atom ... 0.16748 Eh/bohr
HOMO energy ... -12.5 eV